C25H21F5N6SZn | wB97M-V/def2-TZVPD

Last column: Löwdin charge in e.
Positions of all 59 atoms, in Å:
Zn  -0.031  0.732  -0.525  0.62
C  -3.085  1.290  4.676  -0.09
C  -1.636  0.926  4.359  -0.26
N  -1.024  1.771  3.348  -0.03
C  -1.252  1.612  2.019  -0.85
S  -0.496  2.734  0.931  0.61
N  -2.030  0.632  1.633  -0.03
N  -2.002  0.437  0.288  -0.07
C  -3.098  0.380  -0.369  -0.25
C  -4.441  0.534  0.278  -0.01
C  -3.007  0.285  -1.840  -0.22
C  -4.065  -0.174  -2.622  -0.01
C  -3.940  -0.150  -4.000  -0.05
C  -2.772  0.335  -4.565  -0.05
C  -1.766  0.762  -3.713  -0.11
N  -1.881  0.743  -2.393  0.10
H  -3.445  0.705  5.523  0.07
H  -3.714  1.083  3.811  0.05
H  -3.170  2.349  4.922  0.07
H  -1.593  -0.101  3.994  0.10
H  -1.020  0.996  5.256  0.11
H  -0.669  2.670  3.621  0.11
H  -4.306  0.963  1.268  0.06
H  -4.946  -0.428  0.387  0.09
H  -5.073  1.191  -0.318  0.09
H  -4.962  -0.557  -2.155  0.11
H  -4.747  -0.507  -4.627  0.11
H  -2.646  0.383  -5.637  0.11
H  -0.826  1.141  -4.100  0.12
N  0.244  -1.273  1.067  0.10
C  1.608  -1.546  1.285  -0.24
C  2.106  -2.796  1.546  -0.02
C  3.478  -2.991  1.799  -0.08
C  4.347  -1.937  1.806  -0.04
C  3.879  -0.640  1.498  -0.15
C  4.711  0.500  1.453  0.00
C  4.182  1.705  1.087  -0.03
C  2.822  1.771  0.728  -0.15
N  2.019  0.742  0.781  0.06
C  2.511  -0.449  1.198  -0.16
H  -0.165  -0.700  1.800  0.07
H  -0.310  -2.108  0.943  0.10
H  1.434  -3.646  1.581  0.11
H  3.832  -3.988  2.027  0.10
H  5.398  -2.082  2.024  0.11
H  5.761  0.401  1.701  0.12
H  4.789  2.598  1.041  0.11
H  2.396  2.702  0.373  0.09
F  2.388  1.863  -2.320  0.05
C  2.146  0.565  -2.636  -0.25
C  1.136  -0.110  -1.982  -0.08
C  0.933  -1.410  -2.401  -0.25
F  -0.061  -2.142  -1.839  0.05
C  1.677  -2.018  -3.397  -0.15
F  1.423  -3.276  -3.783  0.11
C  2.692  -1.305  -4.011  -0.15
F  3.429  -1.873  -4.968  0.12
C  2.932  0.003  -3.629  -0.15
F  3.905  0.703  -4.226  0.11

Electronic energy, hartree: -3970.68882
HOMO energy, eV: -8.0